Computed, not measured: a single C8H15IO2 molecule at a distorted geometry, with ωB97M-V/def2-TZVPD.

XYZ file:
```
26
Properties=species:S:1:pos:R:3:mulliken_charge:R:1
I -3.821 0.194 -0.426 0.096
O 0.300 -0.268 0.451 -0.346
O 2.400 -1.837 0.602 -0.535
C 0.988 -0.318 -0.819 1.459
C 0.083 -0.889 -1.891 -1.580
C -1.168 1.741 0.761 -2.097
C 2.080 -1.398 -0.685 -0.641
C -2.036 -0.584 0.105 -1.077
C 1.750 1.028 -1.180 -1.694
C -0.971 -0.159 2.263 -1.609
C -0.964 0.251 0.791 1.513
H 1.707 -1.392 1.175 0.405
H -0.386 -1.814 -1.632 0.428
H 1.204 1.901 -1.356 0.398
H -2.025 1.886 1.352 0.643
H 2.728 -1.194 -1.537 0.381
H -2.192 -1.570 0.537 0.455
H -0.309 2.202 1.274 0.423
H -1.332 2.220 -0.133 0.465
H 2.509 0.979 -0.472 0.527
H 2.372 0.948 -2.129 0.363
H 0.618 -0.912 -2.831 0.436
H -0.384 0.571 2.827 0.393
H -2.021 -0.198 2.453 0.495
H -0.386 -1.158 2.449 0.292
H -0.744 -0.228 -1.947 0.407
```

Values from the calculation:
HOMO (spin up / spin down) (eV): -8.3 / -7.1
Energy above the lowest of the compared OMol25 structures with the same formula, charge and spin (eV): 4.208
M (g/mol): 270.1

=====

Computed, not measured: a single C8H16NOP molecule at a distorted geometry, with ωB97M-V/def2-TZVPD.

XYZ file:
```
27
Properties=species:S:1:pos:R:3:mulliken_charge:R:1
P 0.393 2.704 0.394 -0.067
O -1.259 0.559 -0.349 -0.150
N 1.337 0.290 -0.537 -0.180
C 0.472 -2.080 0.027 -0.128
C 1.350 -2.135 1.211 -0.815
C 1.717 -0.700 1.701 -0.227
C -2.450 1.192 -0.371 -0.314
C 2.259 0.236 0.612 -0.969
C -0.156 1.214 -0.106 0.320
C -2.844 1.471 -1.815 -1.079
C 0.916 -1.024 -1.030 -1.050
H 0.671 -0.207 2.035 0.102
H -1.973 2.155 -2.037 0.312
H 0.136 -0.820 -1.654 0.459
H -0.768 3.317 0.844 -0.088
H 0.366 -3.054 -0.497 0.338
H 2.282 -2.616 1.026 0.331
H -2.379 2.151 0.226 0.244
H 3.088 -0.270 0.130 0.442
H -3.283 0.413 0.043 0.261
H 1.626 -1.404 -1.826 0.392
H 0.847 -2.633 2.095 0.317
H -0.592 -1.688 0.310 0.137
H -2.830 0.563 -2.381 0.267
H -3.890 1.774 -1.773 0.382
H 2.289 -0.571 2.671 0.410
H 2.674 1.165 1.051 0.355
```

Values from the calculation:
HOMO (eV): -8.0
Energy above the lowest of the compared OMol25 structures with the same formula, charge and spin (eV): 3.482
M (g/mol): 173.2

=====

Computed, not measured: a gas-phase ion, C2H4ClN2O (charge +1) at a distorted geometry, with ωB97M-V/def2-TZVPD.

XYZ file:
```
10
Properties=species:S:1:pos:R:3:mulliken_charge:R:1
Cl -2.748 0.270 0.011 -0.019
O 0.876 -0.995 0.057 -0.254
N -0.496 -1.309 0.053 0.010
N -0.190 0.881 0.087 -0.102
C 1.122 0.333 -0.079 -0.240
C -1.121 -0.039 0.022 0.426
H 1.885 0.541 0.756 0.264
H -0.241 1.884 0.485 0.338
H 1.562 0.599 -0.982 0.291
H -0.650 -2.167 -0.410 0.285
```

Values from the calculation:
HOMO (eV): -14.7
Energy above the lowest of the compared OMol25 structures with the same formula, charge and spin (eV): 0.000
M (g/mol): 107.5
Total charge: +1

=====

Computed, not measured: 6 unconnected molecules or ions with the total composition C24H48NO27S6 at a distorted geometry, with ωB97M-V/def2-TZVPD.

XYZ file:
```
106
Properties=species:S:1:pos:R:3:mulliken_charge:R:1
S -0.327 -8.233 4.917 1.112
S -0.725 -1.714 -4.366 1.163
S 5.408 -0.844 1.477 1.081
S 3.775 6.230 1.343 1.044
S 0.897 -3.063 4.920 1.000
S 1.208 3.462 2.819 0.972
O -0.083 -2.000 -3.104 -0.599
O 2.007 -3.005 3.994 -0.551
O -5.658 -1.301 -1.637 -0.598
O -0.267 -2.055 4.383 -0.283
O -1.476 -8.178 5.792 -0.558
O 6.207 -2.046 1.416 -0.596
O -0.367 3.040 2.808 -0.252
O 2.686 5.054 1.040 -0.059
O 1.830 2.173 -2.486 -0.266
O 4.813 5.873 0.139 -0.391
O 4.417 5.944 2.605 -0.565
O -0.407 -7.989 3.495 -0.537
O 0.834 -7.272 5.540 -0.168
O -1.342 -0.441 -4.665 -0.431
O 1.384 4.572 1.908 -0.521
O 3.833 -1.266 1.467 -0.262
O 0.313 -2.071 -5.570 -0.323
O -6.365 1.059 -1.611 -0.356
O -1.814 -2.890 -4.669 -0.317
O 5.462 -0.266 3.001 -0.374
O 0.098 -4.462 4.668 -0.174
O 3.158 7.503 1.044 -0.590
O 5.584 0.266 0.567 -0.467
O 0.428 -9.658 5.157 -0.303
O 1.262 4.041 4.343 -0.379
O 1.049 -2.870 6.343 -0.602
O 2.007 2.260 2.758 -0.437
N -4.166 4.095 -1.908 -0.697
C -1.421 3.857 -3.610 -0.714
C 1.263 3.213 -3.396 -0.378
C -5.143 1.757 -1.093 0.034
C -5.341 3.381 -1.258 -0.596
C 2.950 1.475 -3.169 -0.195
C -4.182 3.912 -3.426 -0.387
C -0.897 3.149 4.128 -0.323
C 4.129 -0.072 3.470 0.030
C -1.567 -3.426 -5.967 -0.368
C -0.071 4.235 4.812 -0.383
C 3.303 -1.158 2.787 -0.387
C 3.582 0.361 -2.126 -0.623
C -0.058 -3.314 -6.165 -0.365
C -5.782 -0.027 -3.972 0.115
C 2.933 4.518 -0.258 -0.005
C 4.442 4.630 -0.457 -0.287
C 1.749 -8.074 6.284 -0.372
C 1.773 -9.421 5.568 -0.373
C -2.854 3.039 -3.826 0.159
C -0.237 2.693 -3.806 0.123
C -4.782 -1.147 -4.642 -0.703
C -1.235 -2.810 3.657 -0.382
C -1.258 -4.180 4.329 -0.373
C -5.910 -0.178 -2.313 0.430
H 4.090 -0.142 4.560 0.305
H -0.110 4.164 5.901 0.334
H -0.894 -2.885 2.619 0.295
H 0.470 -4.115 -5.638 0.291
H -2.792 2.120 -3.069 -0.329
H 1.885 3.297 -4.410 0.284
H 2.240 -0.906 2.751 0.219
H 3.298 -0.728 -2.519 0.250
H -1.276 4.716 -4.423 0.202
H -0.768 2.183 4.627 0.205
H -2.209 -2.315 3.684 0.346
H -2.107 -2.811 -6.694 0.264
H 4.970 3.829 0.071 0.278
H 4.722 4.615 -1.513 0.305
H -4.154 1.332 -1.560 0.004
H 2.121 -10.228 6.218 0.314
H 2.735 -7.603 6.318 0.326
H -5.424 3.816 -0.155 0.222
H -6.361 3.581 -1.798 0.274
H -4.054 -0.558 -5.375 0.174
H -6.883 -0.098 -4.374 0.364
H 3.105 0.595 -1.072 0.071
H 1.359 -8.175 7.302 0.287
H 0.222 -3.329 -7.222 0.304
H -1.340 4.376 -2.560 0.307
H 2.393 5.133 -0.986 0.077
H 2.580 3.486 -0.323 0.232
H -0.396 5.233 4.500 0.291
H -5.103 1.463 0.063 0.161
H -2.840 2.675 -4.956 0.201
H -4.198 4.930 -4.011 0.275
H -0.617 1.775 -3.144 -0.012
H 3.432 -2.124 3.286 0.461
H 2.647 0.997 -4.201 0.215
H -0.256 2.355 -4.929 0.131
H -1.656 -4.956 3.669 0.322
H 3.791 2.295 -3.335 0.208
H 1.215 4.234 -2.812 0.115
H 2.400 -9.380 4.671 0.291
H -4.157 -1.733 -3.815 0.197
H 3.804 0.926 3.158 0.146
H -1.960 3.400 4.092 0.337
H -1.920 -4.458 -6.031 0.336
H -5.388 1.071 -4.193 -0.186
H -5.471 -1.916 -5.225 0.267
H 4.770 0.391 -2.099 0.237
H -1.843 -4.155 5.254 0.301
H -5.121 3.268 -3.782 0.111
```

Values from the calculation:
HOMO (eV): -2.0
Energy above the lowest of the compared OMol25 structures with the same formula, charge and spin (eV): 10.067
M (g/mol): 975.0
Total charge: -1

=====

Computed, not measured: a molecular structure, C45H42BrHgIN4O3PS2Si at a distorted geometry, with ωB97M-V/def2-TZVPD.

XYZ file:
```
101
Properties=species:S:1:pos:R:3:mulliken_spin:R:1
Hg -0.567 -0.226 0.477 -0.021
I -2.365 -1.167 2.172 0.072
Br 7.187 1.573 1.908 0.000
S 1.217 1.287 2.148 -0.004
S 1.918 -1.591 3.868 0.000
P 1.515 0.337 3.880 0.000
Si 1.291 -3.196 -1.169 -0.008
O -2.184 -0.719 -1.386 0.147
O 0.730 -2.092 -0.206 0.016
O -1.461 2.205 0.128 0.001
N -4.307 -1.461 -1.620 0.025
N 0.801 1.118 -0.973 0.001
N 3.776 5.594 -1.082 0.000
N 2.520 5.728 -1.141 0.000
C -0.084 -2.320 -3.478 -0.004
C 6.058 2.753 0.920 0.000
C 0.336 -5.370 0.386 -0.004
C 2.888 1.288 4.660 -0.001
C 4.757 2.970 1.338 0.001
C -2.988 -1.632 -1.198 0.195
C 4.043 -2.258 -1.344 0.000
C -1.668 -3.499 -4.848 -0.014
C -1.003 1.336 4.717 0.010
C 2.968 -2.813 -2.045 0.001
C -1.456 -4.637 -4.086 0.013
C 4.106 0.669 4.911 0.000
C -0.971 -2.337 -4.542 0.008
C -2.665 -2.872 -0.587 0.386
C 3.803 3.379 5.426 0.000
C 0.148 -3.451 -2.690 0.005
C 1.637 -4.830 -0.217 0.003
C 6.569 3.400 -0.194 0.000
C -0.718 4.388 -0.302 0.000
C 4.445 4.533 -0.496 0.000
C 0.309 0.168 6.363 -0.001
C 3.952 3.839 0.625 0.000
C 2.927 1.373 -1.991 0.000
C 1.595 4.743 -1.008 0.000
C 0.711 2.453 -0.820 0.001
C 3.179 -3.111 -3.394 -0.002
C 1.762 3.320 -1.185 0.000
C -0.569 2.967 -0.277 -0.001
C -2.024 1.484 5.648 -0.001
C 2.291 -5.891 -1.108 0.000
C 5.020 2.756 5.678 0.000
C 0.161 0.672 5.072 -0.001
C 2.590 -4.503 0.939 0.000
C 2.741 2.648 4.918 0.001
C 0.308 5.212 -0.661 0.000
C 5.770 4.286 -0.891 0.000
C 5.452 -2.330 -3.291 0.000
C -1.880 0.979 6.930 -0.001
C 4.396 -2.864 -4.017 0.000
C 5.171 1.403 5.417 0.000
C 1.865 0.592 -1.533 0.001
C 5.272 -2.030 -1.948 0.000
C -0.556 -4.607 -3.027 0.007
C 2.876 2.733 -1.815 0.000
C -0.706 0.325 7.291 0.001
H 2.779 -5.396 1.547 0.000
H 3.239 -5.524 -1.509 0.000
H -3.421 -3.621 -0.402 -0.036
H 6.123 0.917 5.600 0.000
H 6.408 -2.150 -3.770 0.000
H 1.792 3.126 4.704 0.000
H -1.132 -1.438 -5.125 0.000
H 3.771 0.892 -2.467 0.000
H -1.110 1.723 3.711 -0.002
H 1.880 -0.481 -1.627 -0.001
H 6.157 4.802 -1.761 0.000
H -2.943 1.982 5.363 0.000
H 3.550 -4.140 0.564 0.000
H 7.588 3.214 -0.509 0.000
H -2.683 1.081 7.651 0.000
H 2.167 -3.730 1.585 0.000
H 0.528 -6.259 1.000 0.000
H -1.649 -3.059 -0.281 0.204
H 2.494 -6.806 -0.537 0.000
H -4.997 -1.937 -1.060 -0.003
H 2.930 4.001 0.945 0.000
H 5.850 3.329 6.076 0.000
H -0.125 -4.610 1.022 0.001
H 0.195 6.288 -0.593 0.000
H -1.671 4.791 0.018 0.000
H 3.680 3.349 -2.187 0.000
H -0.411 -5.514 -2.450 -0.007
H 4.528 -3.097 -5.068 0.000
H 0.429 -1.395 -3.236 0.004
H 4.358 2.454 2.203 0.000
H -0.594 -0.076 8.292 0.000
H 2.369 -3.541 -3.971 0.001
H 1.655 -6.155 -1.958 0.000
H 1.218 -0.363 6.618 0.000
H 3.689 4.439 5.620 0.000
H -2.000 -5.550 -4.308 0.001
H 6.094 -1.623 -1.369 0.000
H -0.388 -5.646 -0.385 0.004
H 3.910 -1.992 -0.300 0.000
H -4.526 -0.493 -1.796 0.001
H -2.372 -3.514 -5.672 0.000
H 4.194 -0.390 4.700 0.000
```

Values from the calculation:
HOMO (spin up / spin down) (eV): -2.3 / -2.3
⟨S²⟩: 0.756
M (g/mol): 1217.4
Total charge: -2
2S+1: 2

=====

no.,total energy (a.u.)
1,-761.79597
2,-785.60601
3,-723.19095
4,-5418.04966
5,-6637.30235